DFT (ωB97M-V/def2-TZVPD) results for the molecule C6H16N2 at a distorted geometry.

Results
ΔE to the lowest compared entry with this formula, charge and spin: 16.6 kcal per mole
SMILES: CNC[C@@H](N)C(C)C

Each line ends with the Löwdin charge.
Cartesian coordinates (Å):
N  -0.158  2.003  0.304  0.053
C  -0.075  0.622  -0.126  -0.389
C  1.305  0.290  -0.760  -0.392
C  1.748  1.399  -1.700  -0.097
C  1.264  -1.054  -1.501  -0.077
C  -0.379  -0.360  1.013  -0.219
N  -1.792  -0.350  1.372  -0.123
C  -2.249  -1.574  2.027  -0.139
H  -1.043  2.417  0.056  0.072
H  0.026  2.151  1.291  0.081
H  -0.804  0.458  -0.925  0.139
H  2.038  0.234  0.056  0.137
H  2.489  1.143  -2.469  0.075
H  2.156  2.255  -1.169  0.067
H  0.912  1.832  -2.240  0.072
H  1.353  -1.888  -0.799  0.067
H  2.160  -1.147  -2.097  0.067
H  0.364  -1.177  -2.093  0.082
H  -0.004  -1.350  0.729  0.098
H  0.180  -0.025  1.884  0.118
H  -2.331  -0.220  0.524  0.092
H  -2.117  -1.481  3.107  0.071
H  -1.726  -2.479  1.686  0.072
H  -3.317  -1.698  1.829  0.075



DFT (ωB97M-V/def2-TZVPD) results for a structure of composition C6H16N2 at a distorted geometry.

Results
ΔE to the lowest compared entry with this formula, charge and spin: 66.9 kcal per mole

Each line ends with the Löwdin charge.
Cartesian coordinates (Å):
C  -0.074  0.136  0.829  -0.588
C  0.408  -1.217  -0.570  -0.312
C  0.140  1.148  -0.197  -0.110
C  1.222  -0.932  -1.823  -0.136
C  -0.792  -2.089  -0.915  -0.134
C  -0.226  2.776  0.658  -0.046
N  0.822  0.058  1.889  0.096
N  -1.373  -0.016  1.295  0.094
H  1.057  -1.795  0.100  0.095
H  1.167  0.965  2.172  0.080
H  0.538  -0.487  2.691  0.087
H  -2.084  0.061  0.581  0.092
H  -1.524  -0.833  1.869  0.088
H  -0.599  1.172  -0.991  0.102
H  1.170  1.347  -0.467  0.095
H  0.650  -0.357  -2.560  0.072
H  1.543  -1.855  -2.328  0.076
H  2.138  -0.382  -1.587  0.068
H  -1.505  -1.541  -1.545  0.072
H  -0.512  -2.995  -1.471  0.072
H  -1.307  -2.472  -0.028  0.058
H  0.568  3.017  1.370  0.024
H  -0.238  3.520  -0.142  0.028
H  -1.190  2.772  1.170  0.029



DFT (ωB97M-V/def2-TZVPD) results for the molecule C6H16N2 at a distorted geometry.

Results
ΔE to the lowest compared entry with this formula, charge and spin: 48.2 kcal per mole
SMILES: CCN(C)CCNC

Each line ends with the Löwdin charge.
Cartesian coordinates (Å):
C  -0.931  1.832  1.883  -0.100
C  0.066  0.729  2.201  -0.225
N  0.772  0.159  0.997  -0.235
C  2.061  0.746  0.850  -0.146
C  -0.058  0.158  -0.182  -0.211
C  0.325  -0.935  -1.249  -0.220
N  -0.780  -1.899  -1.354  -0.128
C  -1.520  -1.762  -2.612  -0.132
H  -0.406  2.719  1.526  0.073
H  -1.702  1.588  1.165  0.060
H  -1.351  2.103  2.843  0.068
H  0.809  1.036  2.929  0.107
H  -0.428  -0.177  2.561  0.110
H  2.131  1.844  0.968  0.086
H  2.831  0.301  1.487  0.080
H  2.613  0.640  -0.096  0.081
H  0.108  1.102  -0.720  0.115
H  -1.058  -0.202  0.032  0.111
H  0.763  -0.530  -2.169  0.106
H  1.205  -1.481  -0.878  0.109
H  -0.399  -2.804  -1.332  0.074
H  -2.328  -2.464  -2.635  0.064
H  -0.900  -1.982  -3.492  0.072
H  -1.823  -0.721  -2.723  0.080



DFT (ωB97M-V/def2-TZVPD) results for the molecule C6H16N2 at a distorted geometry.

Results
ΔE to the lowest compared entry with this formula, charge and spin: 19.4 kcal per mole
SMILES: CC(C)NC[C@H](C)N

Each line ends with the Löwdin charge.
Cartesian coordinates (Å):
N  -1.694  1.663  0.797  0.025
C  -1.262  1.288  -0.558  -0.446
C  -1.024  2.546  -1.440  -0.062
C  -0.027  0.416  -0.509  -0.218
N  -0.464  -0.921  -0.054  -0.044
C  1.024  -1.671  1.872  -0.065
C  0.579  -1.847  0.413  -0.458
C  1.757  -1.918  -0.542  -0.074
H  -1.029  2.261  1.272  0.067
H  -2.573  2.160  0.728  0.069
H  -2.078  0.698  -0.969  0.132
H  -1.952  2.925  -1.882  0.071
H  -0.486  3.272  -0.861  0.069
H  -0.618  2.161  -2.368  0.065
H  0.698  0.832  0.204  0.123
H  0.457  0.290  -1.475  0.106
H  -1.141  -0.769  0.685  0.088
H  1.859  -0.972  1.963  0.073
H  1.383  -2.617  2.270  0.073
H  0.161  -1.363  2.448  0.068
H  0.065  -2.799  0.347  0.119
H  2.682  -2.235  -0.050  0.076
H  2.093  -0.914  -0.835  0.064
H  1.590  -2.488  -1.456  0.079



DFT (ωB97M-V/def2-TZVPD) results for the molecule C6H16N2O.

Results
ΔE to the lowest compared entry with this formula, charge and spin: 16.1 kcal per mole
SMILES: C[C@@H](N)[C@@](C)(N)CCO

Each line ends with the Löwdin charge.
Cartesian coordinates (Å):
C  0.126  -0.132  -0.123  -0.548
C  0.678  0.478  1.197  -0.407
C  -2.131  -1.086  -1.017  -0.262
C  -1.314  -0.595  0.178  -0.138
C  0.137  0.894  -1.268  -0.032
C  2.177  0.802  1.155  -0.061
N  0.920  -1.316  -0.441  0.079
N  -0.133  1.629  1.575  0.040
O  -1.601  -2.238  -1.640  -0.080
H  -1.516  -2.927  -0.970  0.092
H  0.528  -0.284  1.971  0.139
H  0.470  -1.810  -1.206  0.061
H  1.841  -1.041  -0.765  0.071
H  0.069  2.409  0.958  0.071
H  0.104  1.921  2.517  0.076
H  -3.157  -1.289  -0.676  0.116
H  -2.183  -0.330  -1.801  0.110
H  -1.841  0.240  0.641  0.109
H  -1.248  -1.404  0.910  0.120
H  -0.603  1.672  -1.098  0.082
H  1.119  1.353  -1.365  0.072
H  -0.089  0.397  -2.209  0.082
H  2.761  -0.098  0.986  0.067
H  2.480  1.226  2.112  0.074
H  2.406  1.528  0.378  0.067